The molecule C20H17F2NO4S in a non-equilibrium geometry, computed with the ωB97M-V functional and the def2-TZVPD basis.

Atoms and positions in Å:
O1 -2.214 -3.191 -2.525
C1 -1.824 -2.681 -1.463
N1 -0.610 -3.173 -1.006
C2 0.203 -2.573 0.003
C3 1.684 -2.821 -0.181
C4 2.325 -2.290 -1.295
C5 3.722 -2.500 -1.475
C6 4.442 -3.240 -0.536
F1 5.755 -3.516 -0.742
C7 3.773 -3.826 0.547
C8 2.390 -3.602 0.741
C9 -2.569 -1.584 -0.794
C10 -3.709 -0.997 -1.292
C11 -4.039 0.066 -0.429
C12 -3.075 0.130 0.539
C13 -2.827 1.213 1.528
S1 -2.835 2.868 0.791
O2 -4.123 3.077 0.156
O3 -2.650 3.889 1.833
C14 -1.490 2.924 -0.443
C15 -0.079 3.011 0.156
C16 0.203 4.204 0.825
C17 1.461 4.436 1.391
C18 2.442 3.466 1.243
C19 2.222 2.274 0.535
C20 0.953 2.048 -0.029
F2 0.808 0.936 -0.782
O4 -2.199 -0.908 0.376
H1 -0.178 -3.883 -1.578
H2 0.109 -1.493 0.002
H3 -0.091 -2.884 1.002
H4 1.783 -1.768 -2.058
H5 4.224 -2.135 -2.354
H6 4.351 -4.363 1.269
H7 1.874 -4.062 1.606
H8 -4.183 -1.296 -2.207
H9 -4.883 0.747 -0.525
H10 -1.899 1.037 2.037
H11 -3.626 1.190 2.262
H12 -1.543 2.010 -1.035
H13 -1.664 3.768 -1.130
H14 -0.576 4.943 0.889
H15 1.709 5.323 1.939
H16 3.387 3.636 1.775
H17 3.069 1.592 0.435

Calculated values
Orbital gap   9.45 eV
Total charge   0
Largest force on an atom   3.51 eV/Å
SMILES   O=C(NCc1ccc(F)cc1)c1ccc(CS(=O)(=O)Cc2ccccc2F)o1
HOMO   -9.24 eV
Electronic energy   -46964.74271 eV
Lowest unoccupied orbital energy   0.205 eV



A structure of composition C2H7GdO3 in a non-equilibrium geometry, computed with the ωB97M-V functional and the def2-TZVPD basis.

Atoms and positions in Å:
O1 3.748 -3.865 -0.964
Gd1 3.176 -2.708 -2.730
H1 3.466 -3.729 -0.044
C1 5.049 -5.387 1.265
H2 4.248 -5.882 0.696
H3 5.960 -4.897 0.886
H4 5.435 -6.295 1.750
O2 4.676 -4.592 2.558
C2 4.955 -2.327 2.215
O3 4.036 -3.395 2.136
H5 5.942 -2.574 1.796
H6 4.532 -1.544 1.572
H7 5.096 -2.041 3.266

Calculated values
Orbital gap (spin up / spin down)   7.64 / 6.63 eV
Total charge   +1
Largest force on an atom   3.89 eV/Å
HOMO (spin up / spin down)   -12.46 / -12.46 eV
Electronic energy   -29153.34906 eV
Multiplicity   9
Lowest unoccupied orbital energy (spin up / spin down)   -4.816 / -5.828 eV



A structure of composition C20H25IN5NaO7S2, computed with the ωB97M-V functional and the def2-TZVPD basis.

Atoms and positions in Å:
Na1 1.367 -0.826 -0.845
N1 1.852 -3.122 3.872
C1 1.655 -2.242 2.793
S1 2.982 -1.949 1.768
N2 0.444 -1.745 2.772
N3 0.101 -1.024 1.652
C2 -0.696 -0.047 1.860
C3 -0.995 0.533 3.199
C4 -2.299 0.777 3.614
C5 -2.554 1.351 4.854
C6 -1.500 1.701 5.684
C7 -0.191 1.475 5.268
C8 0.062 0.893 4.037
C9 -1.419 0.543 0.698
C10 -1.568 1.926 0.573
C11 -2.321 2.425 -0.471
C12 -2.907 1.535 -1.364
C13 -2.665 0.184 -1.189
N4 -1.948 -0.312 -0.185
H1 2.814 -3.142 4.168
H2 1.189 -2.959 4.617
H3 -3.122 0.510 2.960
H4 -3.576 1.528 5.168
H5 -1.693 2.157 6.648
H6 0.636 1.761 5.906
H7 1.074 0.722 3.693
H8 -1.051 2.578 1.260
H9 -2.434 3.495 -0.597
H10 -3.522 1.877 -2.188
H11 -3.062 -0.542 -1.892
C14 -1.706 -2.851 -2.969
C15 -0.317 -3.031 -2.371
C16 0.094 -4.499 -2.364
O1 -0.329 -2.646 -0.993
C17 0.767 -2.272 -3.218
O2 0.472 -2.011 -4.403
O3 1.854 -2.038 -2.636
H12 -2.445 -3.332 -2.321
H13 -1.754 -3.281 -3.968
H14 -1.939 -1.788 -3.061
H15 -0.635 -5.088 -1.801
H16 1.068 -4.591 -1.884
H17 0.159 -4.879 -3.386
H18 -0.915 -1.885 -0.847
C18 3.871 3.060 0.182
S2 2.219 2.438 -0.090
O4 1.498 2.771 1.130
O5 1.725 3.129 -1.282
O6 2.415 1.006 -0.306
H19 3.813 4.127 0.388
H20 4.465 2.876 -0.711
H21 4.286 2.524 1.033
N5 -0.466 2.075 -3.655
C19 0.343 1.117 -3.126
O7 0.005 0.437 -2.175
C20 1.648 0.756 -3.787
I1 2.443 2.174 -5.191
H22 -1.187 2.368 -3.013
H23 -0.010 2.815 -4.166
H24 1.501 -0.182 -4.325
H25 2.401 0.638 -3.016

Calculated values
Orbital gap   5.35 eV
Total charge   -2
Largest force on an atom   0.96 eV/Å
HOMO   -1.58 eV
Electronic energy   -77121.84863 eV
Lowest unoccupied orbital energy   3.770 eV



The molecule C5H8O, computed with the ωB97M-V functional and the def2-TZVPD basis.

Atoms and positions in Å:
C1 -1.289 1.111 -1.775
C2 -0.462 0.620 -1.046
C3 0.500 -0.024 -0.139
C4 1.063 0.974 0.876
C5 -0.184 -1.202 0.578
O1 -0.786 -2.106 -0.313
H1 -2.007 1.563 -2.424
H2 1.315 -0.435 -0.751
H3 0.253 1.408 1.471
H4 1.590 1.788 0.372
H5 1.762 0.475 1.557
H6 0.573 -1.768 1.132
H7 -0.912 -0.806 1.307
H8 -1.417 -1.598 -0.844

Calculated values
Orbital gap   11.09 eV
Total charge   0
Largest force on an atom   0.54 eV/Å
SMILES   C#C[C@@H](C)CO
HOMO   -10.07 eV
Electronic energy   -7360.22054 eV
Lowest unoccupied orbital energy   1.022 eV